No. 1
{
  "formula": "C35H37F5MoOP2Te",
  "method": "wB97M-V/def2-TZVPD",
  "s2": 2.0330,
  "charge": 2,
  "gap_ha": [0.207, 0.161],
  "spin_multiplicity": 3,
  "species": ["Mo", "C", "C", "C", "C", "C", "C", "C", "C", "C", "H", "H", "H", "H", "H", "H", "H", "H", "H", "H", "H", "H", "H", "H", "H", "P", "P", "C", "C", "C", "C", "C", "C", "C", "C", "C", "C", "C", "C", "C", "C", "C", "C", "C", "C", "C", "C", "C", "C", "C", "C", "C", "C", "H", "H", "H", "H", "H", "H", "H", "H", "H", "H", "H", "H", "H", "H", "H", "H", "H", "H", "H", "H", "H", "H", "F", "Te", "F", "F", "F", "F", "O"],
  "coordinates": [[0.0327, -0.1625, -0.7243], [-2.0305, -0.0981, 0.6986], [-2.2280, -0.4129, -0.6563], [-2.6759, 0.5800, -1.7028], [-1.5366, 1.3570, -2.4327], [-0.3470, 1.7476, -1.5978], [-0.4235, 2.0116, -0.2006], [-1.7333, 2.3880, 0.4756], [-2.3546, 1.2533, 1.2862], [1.9965, 0.3754, -0.2793], [-2.0621, -0.9086, 1.4280], [-2.3487, -1.4773, -0.9001], [-3.4252, 1.2966, -1.3216], [-3.2202, 0.0065, -2.4777], [-1.1883, 0.7619, -3.2945], [-1.9978, 2.2533, -2.8810], [0.5612, 2.0444, -2.1372], [0.4653, 2.4303, 0.2817], [-2.4687, 2.7689, -0.2491], [-1.5514, 3.2278, 1.1667], [-1.9755, 1.2782, 2.3175], [-3.4467, 1.4271, 1.3760], [2.4262, -0.0522, 0.6488], [2.3278, 1.4274, -0.3619], [2.4624, -0.1752, -1.1284], [0.1134, -2.3338, -9.3213], [2.1030, 0.4227, -9.5811], [-0.4275, -0.7374, -9.9792], [0.3514, 0.3799, -10.0227], [-0.7609, -3.5089, -10.4700], [-1.9335, -3.1800, -11.1716], [-2.5531, -4.1298, -11.9920], [-2.0130, -5.4117, -12.1271], [-0.8271, -5.7329, -11.4534], [-0.1921, -4.7876, -10.6496], [-0.8936, -2.4371, -7.7979], [-0.5194, -1.5784, -6.7465], [-1.2543, -1.5675, -5.5626], [-2.3695, -2.4075, -5.4265], [-2.7290, -3.2787, -6.4637], [-1.9790, -3.3101, -7.6445], [2.7231, 1.1993, -11.1817], [2.6939, 0.4004, -12.3470], [3.0560, 0.9391, -13.5810], [3.4604, 2.2735, -13.6882], [3.5160, 3.0623, -12.5318], [3.1703, 2.5223, -11.2877], [2.1697, 1.8653, -8.4617], [3.3057, 1.9544, -7.6268], [3.4516, 3.0420, -6.7729], [2.4743, 4.0428, -6.7307], [1.3427, 3.9527, -7.5571], [1.1857, 2.8561, -8.4126], [-1.4539, -0.6858, -10.3575], [-0.0349, 1.2997, -10.4820], [-2.3794, -2.1889, -11.0879], [-3.4678, -3.8571, -12.5234], [-2.5102, -6.1488, -12.7548], [-0.4015, -6.7264, -11.5600], [0.7456, -5.0314, -10.1496], [0.3423, -0.9221, -6.8730], [-0.9601, -0.9089, -4.7409], [-2.9587, -2.3881, -4.5058], [-3.5928, -3.9404, -6.3597], [-2.2449, -4.0002, -8.4448], [2.3683, -0.6396, -12.2802], [3.0244, 0.3137, -14.4763], [3.7335, 2.6954, -14.6550], [3.8316, 4.1010, -12.5993], [3.2346, 3.1565, -10.4000], [4.0587, 1.1713, -7.6700], [4.3325, 3.1113, -6.1328], [2.5853, 4.8910, -6.0570], [0.5798, 4.7327, -7.5342], [0.2967, 2.7862, -9.0439], [0.7214, -2.4053, 4.1931], [0.6117, -0.7313, 3.2952], [0.8255, 0.0740, 5.0088], [0.5067, 1.0808, 2.6731], [-1.2609, -0.6709, 3.7005], [2.5134, -0.6311, 3.1819], [0.3787, -1.4332, 1.6172]],
  "forces_ev_per_a": [[1.9, -1.7, 1.4], [-2.8, -0.3, -1.0], [-0.5, 0.7, 2.3], [-0.6, 0.2, -0.7], [-0.5, -0.2, -0.4], [0.7, 0.3, 1.2], [0.1, 0.9, -0.8], [-0.3, 0.3, 0.3], [0.7, 0.1, 0.5], [0.4, 1.0, 1.0], [0.7, 0.0, -0.3], [0.5, 0.1, 0.0], [0.5, -0.4, 0.1], [0.3, 0.2, 0.3], [0.0, 0.2, 0.1], [0.3, -0.2, 0.0], [-0.2, 0.0, 0.1], [-0.3, -0.3, -0.2], [0.5, -0.1, 0.0], [0.1, -0.3, -0.3], [-0.1, -0.1, -0.4], [0.4, -0.5, -0.2], [-0.5, 0.1, -0.4], [-0.3, -0.5, 0.0], [-0.6, -0.3, -0.3], [-1.0, -0.3, -0.6], [-0.3, 1.7, -1.3], [1.0, 2.1, -0.1], [-1.5, -1.9, -0.4], [0.6, -0.2, -0.2], [0.1, -0.2, 0.0], [0.1, 0.1, 0.1], [0.3, 0.3, 0.3], [-0.2, 0.1, -0.1], [-0.3, 0.3, 0.1], [0.2, 0.2, 0.3], [-0.3, -0.2, 0.0], [-0.2, -0.2, -0.2], [0.1, 0.0, -0.2], [0.2, 0.1, 0.0], [0.0, 0.1, 0.3], [0.1, -0.9, 0.0], [0.0, 0.2, 0.1], [-0.1, -0.1, 0.0], [-0.1, 0.0, 0.6], [-0.1, -0.4, 0.0], [0.1, 0.3, 0.2], [0.7, -0.4, 0.7], [-0.6, 0.2, -0.3], [0.0, 0.1, 0.1], [-0.2, -0.3, -0.3], [0.3, -0.2, 0.1], [-0.1, 0.2, 0.1], [0.3, 0.1, 0.2], [0.1, -0.4, 0.2], [0.0, -0.4, 0.0], [0.3, -0.1, 0.2], [0.2, 0.2, 0.1], [0.0, 0.2, 0.0], [-0.2, 0.0, -0.1], [-0.2, -0.1, 0.1], [-0.1, -0.2, -0.3], [0.2, -0.1, -0.3], [0.3, 0.3, 0.0], [0.0, 0.2, 0.2], [0.1, 0.2, -0.1], [0.0, 0.2, 0.3], [-0.1, -0.1, 0.3], [-0.1, -0.2, 0.1], [0.0, -0.2, -0.3], [0.0, 0.2, 0.1], [-0.2, 0.0, -0.2], [0.0, -0.2, -0.2], [0.3, -0.2, 0.0], [0.3, 0.1, 0.3], [-0.1, 1.4, -1.0], [0.5, 0.1, 2.3], [-0.2, -0.7, -1.5], [0.0, -0.8, 0.0], [1.1, 0.0, -0.6], [-1.4, -0.1, -0.2], [-0.2, 1.1, -1.2]]
}


No. 2
{
  "formula": "C35H37FeN2SSb2",
  "method": "wB97M-V/def2-TZVPD",
  "s2": 6.0241,
  "charge": 1,
  "gap_ha": [0.277, 0.280],
  "spin_multiplicity": 5,
  "species": ["Fe", "C", "C", "C", "Sb", "C", "C", "C", "C", "C", "C", "C", "C", "C", "C", "C", "C", "Sb", "C", "C", "C", "C", "C", "C", "C", "C", "C", "C", "C", "C", "H", "H", "H", "H", "H", "H", "H", "H", "H", "H", "H", "H", "H", "H", "H", "H", "H", "H", "H", "H", "H", "H", "H", "H", "H", "H", "C", "C", "C", "C", "C", "C", "C", "H", "H", "H", "H", "H", "H", "H", "N", "C", "N", "S", "H", "H", "H", "H"],
  "coordinates": [[-0.4067, -0.3323, 0.9894], [2.7088, 2.4162, 0.0413], [1.8971, 2.9412, 1.2293], [0.6169, 3.6784, 0.8287], [-0.9200, 2.2714, 0.2904], [-1.8134, 3.2739, -1.3356], [-2.0418, 2.6710, -2.5684], [-2.6292, 3.3938, -3.5974], [-2.9899, 4.7180, -3.3998], [-2.7562, 5.3276, -2.1745], [-2.1664, 4.6086, -1.1462], [-2.3141, 2.6866, 1.8294], [-3.6584, 2.9278, 1.5701], [-4.5524, 3.0962, 2.6199], [-4.1077, 3.0238, 3.9314], [-2.7656, 2.7857, 4.1972], [-1.8734, 2.6141, 3.1503], [2.2219, 0.5422, -0.9599], [2.4648, -0.6988, 0.7746], [2.1145, -2.0487, 0.6700], [2.4113, -2.9473, 1.6863], [3.0658, -2.5099, 2.8265], [3.4342, -1.1744, 2.9442], [3.1367, -0.2785, 1.9272], [4.2312, 0.3563, -1.6767], [4.6140, 1.1352, -2.7661], [5.9123, 1.0778, -3.2527], [6.8364, 0.2287, -2.6630], [6.4610, -0.5616, -1.5861], [5.1648, -0.4972, -1.0934], [2.7129, 3.1586, -0.7617], [3.7565, 2.2942, 0.3232], [2.5385, 3.6199, 1.8008], [1.6389, 2.1267, 1.9200], [0.8213, 4.3502, -0.0054], [0.2074, 4.2707, 1.6480], [-1.7527, 1.6429, -2.7368], [-2.8026, 2.9222, -4.5555], [-3.4499, 5.2780, -4.2029], [-3.0325, 6.3617, -2.0190], [-1.9935, 5.0888, -0.1890], [-4.0142, 2.9839, 0.5478], [-5.5970, 3.2865, 2.4119], [-4.8045, 3.1568, 4.7482], [-2.4180, 2.7378, 5.2214], [-0.8251, 2.4285, 3.3728], [1.6125, -2.4051, -0.2221], [2.1379, -3.9890, 1.5842], [3.3072, -3.2095, 3.6158], [3.9751, -0.8376, 3.8202], [3.4717, 0.7495, 2.0145], [3.8978, 1.7922, -3.2493], [6.2000, 1.6909, -4.0967], [7.8469, 0.1786, -3.0460], [7.1782, -1.2307, -1.1288], [4.8859, -1.1185, -0.2499], [-1.1286, -1.7725, -0.2519], [-2.5093, -1.2369, -0.1873], [-2.9993, -0.3943, -1.1945], [-4.2439, 0.2040, -1.0964], [-5.0385, -0.0198, 0.0211], [-4.5773, -0.8577, 1.0283], [-3.3324, -1.4587, 0.9274], [-0.7293, -1.8082, -1.2654], [-1.0337, -2.7510, 0.2233], [-2.3886, -0.2457, -2.0772], [-4.6002, 0.8416, -1.8961], [-6.0129, 0.4435, 0.0991], [-5.1938, -1.0497, 1.8968], [-2.9956, -2.1285, 1.7116], [0.9727, 0.5319, 4.4408], [0.0684, -0.4477, 4.5388], [-0.3100, -0.8309, 5.7583], [-0.6417, -1.2077, 3.1995], [1.4402, 0.8846, 5.2611], [1.4487, 0.6434, 3.5599], [0.0720, -0.4250, 6.5960], [-1.0451, -1.5114, 5.8459]],
  "forces_ev_per_a": [[0.0, -0.3, -0.2], [0.1, 0.0, 0.0], [-0.1, 0.1, 0.0], [0.1, -0.2, 0.0], [0.0, 0.1, 0.2], [0.0, -0.1, -0.1], [0.1, 0.0, 0.0], [0.0, 0.0, 0.0], [0.0, 0.0, 0.0], [0.0, 0.0, 0.0], [0.0, 0.0, 0.1], [-0.1, 0.1, 0.1], [0.0, 0.0, 0.0], [0.0, 0.0, 0.0], [0.0, 0.0, 0.0], [0.0, 0.0, 0.0], [0.0, 0.0, 0.0], [0.0, 0.3, -0.2], [0.0, -0.1, 0.0], [-0.1, 0.1, 0.0], [0.0, 0.0, 0.0], [0.0, 0.0, 0.0], [0.0, 0.0, 0.0], [0.0, 0.0, 0.0], [0.0, -0.1, 0.1], [-0.1, 0.0, 0.0], [0.0, 0.0, 0.0], [0.0, 0.0, 0.0], [0.0, 0.0, 0.0], [-0.1, 0.0, 0.0], [0.0, 0.0, 0.0], [0.0, -0.1, 0.0], [0.0, 0.0, 0.0], [0.1, 0.0, 0.0], [-0.1, 0.0, 0.0], [0.0, 0.0, 0.0], [0.0, 0.0, 0.0], [0.0, 0.0, 0.0], [0.0, 0.0, 0.0], [0.0, 0.0, 0.0], [0.0, 0.0, 0.0], [0.0, 0.0, 0.0], [0.0, 0.0, 0.0], [0.0, 0.0, 0.0], [0.0, 0.0, 0.0], [0.0, 0.0, 0.0], [0.0, 0.0, 0.0], [0.0, 0.0, 0.0], [0.0, 0.0, 0.0], [0.0, 0.0, 0.0], [0.0, 0.0, 0.0], [0.0, 0.0, 0.0], [0.0, 0.0, 0.0], [0.0, 0.0, 0.0], [0.0, 0.0, 0.0], [0.0, 0.0, 0.0], [-0.1, -0.1, 0.0], [0.1, 0.0, 0.0], [0.0, 0.0, 0.0], [0.0, 0.0, 0.0], [0.0, 0.0, 0.1], [0.0, 0.1, 0.0], [0.1, 0.0, 0.0], [0.0, 0.1, 0.0], [0.0, 0.0, 0.0], [0.0, 0.0, 0.0], [0.0, 0.0, 0.0], [0.0, 0.0, 0.0], [0.0, 0.0, 0.0], [0.0, 0.0, 0.0], [0.0, 0.0, 0.0], [0.0, 0.1, 0.0], [0.0, 0.0, 0.0], [-0.1, 0.0, 0.0], [0.0, 0.0, 0.0], [0.0, 0.0, 0.0], [0.0, 0.0, 0.0], [0.0, 0.0, 0.0]]
}